20
Properties=species:S:1:pos:R:3:forces:R:3:mulliken_charge:R:1 method="wB97M-V/def2-TZVPD" homo_lumo_gap_ev=9.13 multiplicity=1 smiles="N/C=C/N.C=CCO"
C -0.219 2.055 0.009 0.44 -0.11 0.07 -0.02
O 0.252 3.065 0.893 0.23 -0.05 -0.40 -0.54
C 0.698 2.004 -1.169 0.34 -0.01 -0.48 -0.10
C 1.057 0.904 -1.818 0.12 -0.42 0.56 -0.72
H -1.218 2.276 -0.380 -0.14 0.19 0.15 0.25
H -0.265 1.090 0.524 0.04 -0.09 -0.11 0.02
H -0.423 3.261 1.533 -0.39 0.09 0.38 0.30
H 1.066 2.965 -1.520 -0.38 0.11 -0.10 0.31
H 1.597 0.879 -2.754 0.19 0.35 0.07 0.26
H 0.901 -0.071 -1.365 -0.37 -0.02 -0.14 0.23
C -0.585 -2.108 -0.139 0.59 -0.31 0.28 -0.21
C -0.219 -1.844 1.118 -0.84 0.26 -0.35 -0.21
N 0.633 -2.747 1.804 0.36 -0.21 -0.31 -0.60
N -1.473 -1.412 -0.956 -0.40 -0.76 -0.18 -0.48
H -0.136 -2.997 -0.576 -0.13 -0.04 0.01 0.29
H -0.677 -1.018 1.667 0.11 0.08 -0.10 0.31
H 0.154 -3.263 2.519 -0.23 -0.14 0.26 0.23
H 1.421 -2.293 2.226 0.28 0.18 0.15 0.22
H -1.613 -1.865 -1.847 0.05 0.10 0.08 0.26
H -1.316 -0.443 -1.097 0.14 0.80 0.14 0.18

50
Properties=species:S:1:pos:R:3:forces:R:3:mulliken_charge:R:1 method="wB97M-V/def2-TZVPD" homo_lumo_gap_ev=7.83 multiplicity=1 smiles="Cc1ccc(/C=C/C(=O)C2=C(O)N(C)[C@]3(C)C[C@H]2c2ccccc2O3)cc1"
O 0.066 -1.904 -2.854 0.43 0.06 0.85 -0.81
O -0.131 -4.020 -1.238 -0.38 -0.44 1.17 -0.64
O -1.239 -2.551 2.949 -0.48 -0.62 -0.37 -0.45
C 0.114 -1.247 -1.789 -1.71 -2.59 -0.16 -0.14
C -0.601 -3.167 -0.310 0.49 1.24 -0.94 0.23
C -0.467 -1.812 -0.523 0.02 1.18 -0.47 0.24
C 0.672 0.073 -1.804 -0.12 3.70 -1.37 -0.63
C 0.282 1.042 -2.748 0.69 -2.18 1.65 -0.31
C 1.654 -0.571 3.944 0.43 1.09 -0.95 -0.62
C 1.687 0.362 2.901 0.14 -0.06 0.33 -0.65
C 0.700 -1.561 3.905 -0.11 0.18 -0.46 -0.79
C 0.159 3.373 -3.608 0.19 1.06 -0.49 -0.52
C 1.555 2.946 -1.724 -0.02 0.11 -0.09 -0.37
C 0.528 4.743 -3.554 -0.36 -0.62 0.17 -0.65
C 1.926 4.277 -1.652 0.08 0.18 -0.31 -0.89
C 0.810 0.263 1.835 0.40 -0.66 0.54 -0.62
C -0.200 -1.677 2.849 0.40 1.49 -0.93 -0.03
C 0.689 2.450 -2.715 0.22 0.41 0.49 0.85
C 1.425 5.199 -2.585 -0.03 0.45 0.22 1.04
C -0.092 -0.787 1.750 -0.90 -0.04 0.34 0.74
N -1.138 -3.691 0.842 -0.49 0.67 -0.27 0.36
C 1.855 6.672 -2.563 -0.79 -0.93 -1.32 -1.44
C -0.378 -4.779 1.436 -0.24 -0.47 0.79 -1.06
C -3.291 -3.502 2.080 0.51 -0.50 0.25 -1.71
C -1.055 -0.878 0.553 1.34 -0.55 -0.19 0.23
C -2.342 -1.493 1.030 -0.27 0.26 -0.22 -1.53
C -1.966 -2.800 1.731 -0.56 -0.60 -0.23 0.79
H 0.125 -3.463 -2.002 -0.14 0.13 -0.34 0.36
H 1.388 0.304 -0.985 -0.75 0.02 -0.66 0.65
H -0.406 0.784 -3.580 0.41 -0.14 0.80 0.33
H 2.398 -0.443 4.735 -0.50 -0.40 -0.05 0.37
H 2.394 1.179 2.933 0.06 0.03 0.01 0.40
H 0.652 -2.222 4.713 -0.32 -1.10 1.06 0.54
H -0.531 3.051 -4.392 0.15 0.04 0.28 0.34
H 1.932 2.261 -0.988 0.21 -0.13 0.21 0.30
H 0.063 5.470 -4.238 0.32 -0.50 0.25 0.33
H 2.637 4.625 -0.891 -0.39 -0.24 -0.26 0.29
H 0.851 0.995 1.058 -0.09 0.36 -0.43 0.64
H 2.371 6.973 -1.679 0.32 0.04 0.65 0.37
H 0.991 7.326 -2.734 0.14 -0.11 0.19 0.34
H 2.506 6.811 -3.432 0.13 0.19 0.18 0.30
H -0.890 -5.179 2.332 0.28 0.52 -0.37 0.33
H 0.631 -4.431 1.694 -0.15 -0.18 0.17 0.33
H -0.294 -5.627 0.766 0.01 0.08 -0.36 0.33
H -3.774 -3.841 1.168 0.19 -0.06 -0.22 0.37
H -3.138 -4.375 2.720 0.03 0.12 -0.01 0.38
H -4.007 -2.838 2.554 0.23 0.24 0.28 0.41
H -1.223 0.126 0.157 0.11 -0.09 -0.09 0.86
H -2.805 -0.789 1.737 0.00 -0.55 0.16 0.49
H -3.095 -1.657 0.217 0.83 -0.06 0.52 0.34

29
Properties=species:S:1:pos:R:3:forces:R:3:mulliken_charge:R:1 method="wB97M-V/def2-TZVPD" homo_lumo_gap_ev="7.62 / 5.31" multiplicity=2 charge=+1
Au 0.081 -0.565 0.097 0.01 -0.47 0.06 1.02
C 3.202 0.040 0.561 -0.02 0.01 0.00 -0.77
O 1.838 0.362 0.921 0.00 0.11 0.05 -0.38
C 1.633 1.746 1.313 0.04 -0.08 -0.01 -0.65
C 1.198 2.597 0.150 0.01 0.01 0.00 -0.40
O -0.038 2.078 -0.299 -0.02 0.02 0.02 -0.11
C -0.597 2.819 -1.384 0.01 -0.01 0.00 -0.81
H 3.839 0.283 1.409 0.00 0.00 0.00 0.32
H 3.504 0.600 -0.323 0.00 -0.01 0.00 0.37
H 3.240 -1.027 0.366 0.00 0.00 -0.01 0.25
H 2.562 2.109 1.751 -0.01 0.01 0.00 0.44
H 0.857 1.727 2.078 -0.01 0.00 0.01 0.28
H 1.938 2.583 -0.658 -0.01 -0.01 0.00 0.31
H 1.086 3.631 0.495 -0.01 0.00 0.00 0.41
H -0.822 3.839 -1.068 0.00 0.01 0.01 0.31
H -1.518 2.319 -1.674 0.01 -0.01 0.00 0.26
H 0.091 2.841 -2.232 0.00 -0.01 0.00 0.32
S -1.887 -1.552 -0.477 -0.75 0.32 -0.63 -0.14
C -2.631 -0.782 0.904 3.32 -1.01 0.14 0.54
S -1.407 -0.506 2.086 -0.96 0.72 -0.04 -0.21
C -3.960 -0.500 1.038 -1.75 0.30 0.34 0.67
C -4.852 -0.784 -0.038 0.29 0.21 0.44 -0.18
N -5.523 -1.001 -0.947 -0.14 -0.08 -0.15 -0.25
C -4.443 0.098 2.239 0.06 -0.17 -0.49 -0.13
N -4.801 0.614 3.202 -0.07 0.06 0.19 -0.26
Cl 2.417 -2.706 -1.756 0.09 -0.07 -0.04 -0.26
Ge 1.023 -1.146 -2.097 -0.15 0.08 0.31 0.51
Cl 2.027 0.570 -2.852 0.09 0.08 -0.10 -0.26
Cl -0.428 -1.781 -3.491 -0.02 -0.02 -0.08 -0.22

27
Properties=species:S:1:pos:R:3:forces:R:3:mulliken_charge:R:1 method="wB97M-V/def2-TZVPD" homo_lumo_gap_ev=11.11 multiplicity=1 smiles=O.O.O.O.O.O.O.O.O
O 2.411 26.507 5.493 0.26 0.16 -0.03 -0.67
H 1.466 26.664 5.485 -0.38 0.15 0.06 0.34
H 2.505 25.594 5.222 0.07 -0.26 -0.02 0.32
O 7.238 27.679 6.071 0.22 -0.03 0.12 -0.62
H 7.152 27.310 5.192 0.00 -0.08 -0.20 0.30
H 6.408 28.131 6.224 -0.22 0.13 0.08 0.32
O 3.893 28.677 2.137 0.11 0.18 -0.02 -0.64
H 3.444 28.201 2.837 -0.14 -0.11 0.30 0.32
H 3.894 28.070 1.397 0.02 -0.11 -0.22 0.32
O 6.845 23.260 4.564 -0.28 -0.16 0.10 -0.62
H 7.770 23.013 4.541 0.26 -0.08 0.07 0.32
H 6.750 23.899 3.858 -0.05 0.17 -0.18 0.31
O 4.134 21.174 2.250 0.00 -0.07 -0.22 -0.64
H 4.789 21.234 2.946 0.26 0.02 0.20 0.33
H 3.361 21.608 2.610 -0.21 0.08 0.06 0.31
O -0.958 31.510 4.172 -0.08 0.16 0.14 -0.63
H -0.787 31.706 3.251 0.05 0.10 -0.22 0.32
H -0.866 30.560 4.237 0.01 -0.29 0.11 0.31
O -1.397 27.651 5.900 0.30 0.04 -0.18 -0.63
H -1.651 27.745 6.818 -0.03 0.08 0.27 0.32
H -2.092 27.121 5.511 -0.19 -0.13 -0.14 0.32
O 3.327 25.774 9.728 0.05 -0.18 0.11 -0.63
H 2.933 26.468 10.258 -0.07 0.16 0.17 0.31
H 3.199 26.061 8.824 0.01 0.04 -0.31 0.32
O 4.912 21.692 8.008 -0.07 0.09 0.16 -0.63
H 4.856 20.737 7.969 -0.02 -0.24 0.04 0.31
H 5.089 21.959 7.106 0.13 0.17 -0.24 0.31

The evaluated ΔE to the lowest compared entry with this formula, charge and spin for the records listed, in turn: 299.4, 213.6, 1.9, 294.9 kJ/mol.
The evaluated E_tot for the records listed, in turn: -10405.321, -31856.289, -134972.569, -18719.079 eV.